No. 1
13 unconnected molecules or ions with the total composition C66H146O33S6 at a distorted geometry, computed with ωB97M-V/def2-TZVPD.

Computed properties:
Total charge = 0
E_HOMO = -0.3332 Eh

```
251
Properties=species:S:1:pos:R:3:forces:R:3:lowdin_charge:R:1
C -6.6459 -5.7372 0.7459 0.824 0.019 -1.388 -0.21
C -5.7396 -4.5261 0.4343 -0.045 -0.209 0.126 -0.20
C -4.7852 -4.3857 1.6017 -1.131 -1.496 0.133 -0.22
S -4.3146 -6.0915 1.9230 0.975 -1.291 1.150 0.72
O -4.1976 -6.2715 3.3820 -0.273 0.123 -1.599 -0.36
O -3.1848 -6.5426 1.1009 -0.909 0.720 0.551 -0.35
C -5.8112 -6.9209 1.2057 0.960 1.286 0.218 -0.19
H -7.3079 -5.9662 -0.0978 0.107 -0.025 0.296 0.13
H -7.2000 -5.4750 1.5957 -1.327 0.545 1.040 0.09
H -6.3402 -3.6352 0.3255 -0.111 0.282 -0.126 0.11
H -5.1484 -4.6577 -0.4551 0.053 -0.094 -0.631 0.10
H -5.3378 -4.1401 2.5013 0.134 0.432 0.257 0.11
H -3.9270 -3.7906 1.4387 0.864 0.698 -0.122 0.07
H -6.3285 -7.4636 1.9684 0.020 -0.546 0.435 0.09
H -5.3812 -7.5439 0.4422 -0.067 -0.293 -0.357 0.09
C -1.6198 -0.7837 -8.1738 0.346 -0.806 -1.558 -0.25
C -2.3647 -0.7425 -6.9019 -0.476 1.186 2.930 -0.21
C -2.3267 0.7619 -6.4091 0.453 -0.320 1.431 -0.20
S -0.7406 1.3989 -6.9703 -0.605 -0.255 -2.488 0.63
O 0.2785 1.3810 -5.9834 0.988 0.062 1.994 -0.33
O -0.9491 2.6208 -7.7088 -0.210 0.195 0.093 -0.33
C -0.3355 0.0559 -8.0951 -1.574 -0.031 -1.097 -0.21
H -2.2439 -0.3848 -8.9905 0.087 -0.167 0.258 0.12
H -1.4005 -1.8424 -8.3955 0.143 0.512 -0.209 0.12
H -1.9123 -1.4075 -6.0826 -0.614 0.864 -1.253 0.12
H -3.4208 -0.9893 -7.0170 0.125 -0.360 0.029 0.11
H -2.3104 0.9253 -5.3022 -0.065 -0.489 -0.708 0.10
H -3.1068 1.4467 -6.7537 0.156 -0.452 -0.490 0.09
H 0.4308 -0.5495 -7.6590 0.734 -0.003 0.028 0.06
H -0.1647 0.4329 -9.1278 0.532 -0.012 1.009 0.12
C 4.0777 1.7997 2.4138 -1.399 -0.458 1.414 -0.19
C 2.9746 1.3527 3.4073 -0.328 -0.038 -0.494 -0.19
C 1.5888 1.3081 2.6945 1.468 1.036 0.642 -0.21
S 1.7108 2.7892 1.7377 0.227 0.959 -2.055 0.71
O 0.9688 3.9270 2.2661 0.381 -0.821 0.166 -0.32
O 1.4735 2.4311 0.3369 -0.098 0.452 0.881 -0.34
C 3.5354 3.0679 1.8385 -0.279 0.502 -0.278 -0.21
H 4.1582 1.0653 1.6810 0.007 -1.336 -1.571 0.08
H 5.0540 1.8196 2.8531 0.489 0.582 0.504 0.12
H 2.9206 2.0776 4.2019 -0.126 0.430 0.456 0.11
H 3.0776 0.4050 3.8685 0.621 -1.043 0.353 0.08
H 0.8227 1.4257 3.4417 -0.437 -0.251 -0.069 0.07
H 1.4778 0.4747 2.0079 -0.059 -0.117 0.148 0.08
H 3.7357 3.9453 2.4566 -0.197 -0.006 -0.023 0.11
H 3.8726 3.2293 0.8099 -0.263 0.161 0.181 0.10
C 3.3784 -4.5194 0.9714 -0.748 0.222 1.180 -0.24
C 4.6728 -4.5683 1.8334 1.463 -1.463 -1.266 -0.20
C 5.0531 -3.1405 2.2268 -1.452 -0.138 1.570 -0.22
S 4.2585 -2.1582 0.9786 -0.284 1.568 -0.264 0.70
O 5.2670 -1.3152 0.3477 -0.800 -0.437 0.174 -0.34
O 3.0794 -1.5332 1.5862 0.762 -0.089 -0.419 -0.34
C 3.6050 -3.4592 -0.0900 1.674 -0.550 -0.404 -0.21
H 2.5024 -4.2091 1.6137 0.955 -0.235 -0.603 0.12
H 3.0677 -5.4575 0.5251 0.310 -0.283 0.019 0.12
H 5.5510 -4.9262 1.2160 -1.031 0.120 0.159 0.13
H 4.6248 -5.3459 2.6162 -0.231 0.838 0.094 0.11
H 6.0826 -2.8235 2.2487 0.459 -0.434 -0.230 0.10
H 4.6144 -2.8844 3.2302 0.182 0.059 -1.048 0.10
H 4.3934 -3.8198 -0.8530 -1.102 0.829 1.168 0.14
H 2.7069 -3.0938 -0.5721 -0.173 0.158 -0.036 0.08
C 2.4249 -1.8202 -4.3236 0.611 0.743 -0.005 -0.18
C 2.9392 -3.0660 -5.0343 2.881 -0.813 1.654 -0.25
C 1.8647 -4.0473 -5.0559 -1.512 -1.016 0.495 -0.26
S 0.5151 -3.0798 -5.5828 0.012 0.560 -2.425 0.64
O -0.6987 -3.7681 -5.3718 -2.086 -0.824 1.511 -0.30
O 0.6307 -2.6304 -6.9622 1.055 -0.075 0.177 -0.32
C 0.9156 -1.6785 -4.5849 0.170 0.319 -0.299 -0.20
H 2.9947 -0.9170 -4.6333 -0.571 -0.528 0.036 0.11
H 2.7046 -1.9691 -3.2937 -0.545 0.183 0.657 0.09
H 3.7336 -3.5578 -4.3905 -0.364 0.915 -0.862 0.14
H 3.3636 -2.9046 -6.0017 0.113 0.254 -0.678 0.11
H 1.5623 -4.3991 -4.0509 0.203 0.267 -0.248 0.13
H 1.9644 -4.9257 -5.6621 0.162 -0.296 -0.577 0.12
H 0.2174 -1.6755 -3.7598 0.209 0.210 0.571 0.10
H 0.7680 -0.8247 -5.2461 -0.375 0.081 0.257 0.07
C -2.4048 1.9578 1.4004 0.291 -0.874 -0.672 -0.20
C -2.1814 1.6026 2.8763 0.830 0.058 -1.063 -0.17
C -2.2861 0.0633 2.9001 1.197 -0.112 0.073 -0.19
S -3.6676 -0.3447 1.8123 2.266 -0.152 -1.855 0.65
O -4.8406 -0.5176 2.5773 -1.767 -0.290 1.293 -0.30
O -3.3151 -1.3690 0.8317 -0.072 0.161 0.855 -0.33
C -3.6676 1.1890 0.9512 0.190 0.917 -0.841 -0.23
H -1.5229 1.6789 0.7662 -0.748 -0.007 0.564 0.12
H -2.5909 2.9971 1.2044 0.170 0.553 0.270 0.08
H -2.9339 2.1193 3.4063 -1.088 0.167 1.051 0.10
H -1.2312 2.0643 3.2023 -0.269 -0.755 0.050 0.10
H -2.5093 -0.4452 3.8304 0.007 0.204 0.410 0.09
H -1.3127 -0.3580 2.5328 -1.033 0.223 -0.003 0.10
H -4.5981 1.7641 1.1508 0.547 -0.553 -0.120 0.11
H -3.5546 0.9255 -0.1095 -0.471 0.168 0.261 0.08
C 5.3393 0.4783 -2.8463 1.522 -2.133 1.807 -0.08
O 6.4541 0.5225 -3.7648 -1.359 0.602 -0.167 -0.18
C 6.0386 0.9578 -5.0770 0.972 -0.859 -0.004 -0.20
C 6.1500 2.4528 -5.2303 -0.565 0.707 3.099 -0.16
O 5.1168 3.2005 -4.5090 0.217 -1.278 -0.995 -0.14
C 3.8348 2.9567 -5.0763 1.697 -0.112 -1.283 -0.23
C 2.9265 3.9982 -4.6140 -0.501 1.450 0.106 -0.26
O 2.7347 3.7774 -3.2570 -1.159 0.317 1.878 -0.17
C 1.8377 4.7193 -2.5895 0.586 -2.162 0.617 -0.05
H 4.8197 -0.4806 -3.0074 -0.295 0.301 -0.268 0.07
H 4.6574 1.3045 -2.9040 -0.099 0.596 -0.028 0.07
H 5.7357 0.2962 -1.7577 -0.466 0.888 -2.040 0.11
H 5.0265 0.6063 -5.3641 0.375 -0.009 0.365 0.11
H 6.7587 0.4573 -5.7742 -0.540 0.498 0.393 0.14
H 6.1152 2.7607 -6.2292 0.155 0.392 -1.782 0.10
H 7.0325 2.8225 -4.6943 0.218 -0.362 -0.603 0.14
H 3.4128 1.9786 -4.8098 0.089 0.071 0.189 0.12
H 3.9091 2.9612 -6.2041 -0.094 0.127 0.845 0.15
H 2.0737 3.8525 -5.2297 -1.726 -0.178 -0.231 0.11
H 3.1921 5.0593 -4.8124 0.631 -0.531 0.054 0.14
H 2.3777 5.6345 -2.4447 -0.109 0.880 -0.251 0.07
H 1.5499 4.3406 -1.5559 0.670 0.025 -1.280 0.09
H 0.9186 4.7458 -3.1528 -0.361 0.644 -0.327 0.08
C 4.4270 -1.9805 6.4583 -0.773 -0.703 -0.259 -0.09
O 4.2624 -2.9335 5.4095 0.360 -0.775 1.017 -0.23
C 4.5226 -4.2656 5.9025 -0.441 0.790 0.160 -0.18
C 3.3618 -4.9554 6.6164 0.330 -2.007 0.002 -0.20
O 2.4093 -5.3706 5.6623 -0.386 0.421 -0.675 -0.15
C 1.1910 -5.9325 6.1350 0.495 0.325 1.021 -0.19
C 0.7883 -7.1738 5.3904 0.543 -1.533 0.857 -0.23
O 0.1773 -6.8297 4.2009 -0.983 0.319 -0.724 -0.21
C -0.6292 -7.7919 3.5293 0.501 0.161 -1.533 -0.09
H 4.3014 -1.0103 5.9909 0.084 0.224 0.216 0.08
H 5.4148 -2.1314 6.8782 0.287 0.404 0.267 0.08
H 3.6632 -2.1414 7.2518 0.374 0.256 -0.358 0.09
H 5.3734 -4.3382 6.6175 -0.212 0.602 -0.445 0.13
H 4.8059 -4.8195 5.0078 -0.247 -0.322 0.146 0.12
H 2.8887 -4.5177 7.5386 0.609 0.177 -0.963 0.14
H 3.8647 -5.9153 6.9220 -0.288 0.647 0.496 0.13
H 0.4275 -5.1831 6.0428 -0.658 0.454 -0.110 0.11
H 1.2707 -6.1594 7.2127 0.124 -0.116 -0.265 0.13
H 0.0754 -7.7910 6.0740 1.192 0.741 -1.121 0.16
H 1.7691 -7.7106 5.1740 -1.141 -0.033 0.430 0.15
H -1.1484 -8.4901 4.1547 -0.623 0.089 1.073 0.07
H 0.0075 -8.5161 2.9360 -0.425 1.078 0.011 0.10
H -1.3782 -7.2097 2.8938 1.147 -1.031 0.725 0.09
C 0.2262 0.4936 9.0521 -0.070 -1.104 1.713 -0.14
O -0.0020 1.2351 7.8997 -0.127 0.265 0.266 -0.19
C 0.6862 0.8798 6.7505 1.409 2.151 -2.150 -0.25
C 0.0126 -0.2799 6.0819 0.067 -1.645 -0.810 -0.17
O 0.5947 -0.6256 4.7892 -0.279 1.018 -0.024 -0.18
C 0.9773 -1.9808 4.4761 0.638 0.882 0.875 -0.16
C -0.1602 -2.8237 4.0493 -2.340 -1.482 0.653 -0.14
O -1.2290 -2.8428 5.1043 1.148 0.882 -0.666 -0.20
C -2.3028 -3.7377 4.8940 0.564 -0.291 -1.601 -0.10
H -0.0479 1.1676 9.9103 0.448 -0.733 -0.718 0.10
H 1.2972 0.1577 9.1417 -0.774 0.466 -0.047 0.09
H -0.4075 -0.4551 9.1779 0.627 1.201 -0.521 0.10
H 1.8017 0.6998 6.8531 -1.040 0.041 0.456 0.14
H 0.6255 1.8443 6.0967 0.067 -1.677 0.775 0.15
H -1.0815 0.0125 6.0173 1.089 -0.980 -0.091 0.15
H 0.2471 -1.1825 6.6763 -1.007 0.354 0.269 0.13
H 1.4705 -2.4277 5.3629 -0.052 0.107 -0.395 0.12
H 1.7179 -1.9020 3.6335 -0.602 -0.133 0.787 0.13
H 0.1586 -3.8702 3.8525 0.071 0.445 0.193 0.13
H -0.6186 -2.4681 3.1275 -0.049 0.221 -0.057 0.10
H -3.2114 -3.5207 5.4441 0.083 0.739 0.037 0.09
H -2.0065 -4.7049 5.1880 0.441 -1.497 0.653 0.06
H -2.5188 -3.9075 3.8177 -0.202 0.625 0.312 0.08
C -1.5343 2.2636 -1.7530 0.137 -1.649 -0.468 -0.06
O -1.0354 0.9120 -1.5373 -0.255 0.919 0.185 -0.17
C 0.3208 0.8154 -1.8881 0.574 0.990 -0.803 -0.23
C 1.0840 -0.1606 -1.0544 -0.869 -0.861 0.219 -0.15
O 0.5217 -1.4983 -1.0018 1.240 0.342 -1.600 -0.12
C 0.0181 -1.7566 0.2485 -2.025 1.053 2.203 -0.24
C -0.6194 -3.1167 0.4146 0.928 0.306 -1.150 -0.20
O 0.4440 -4.0572 0.6213 -1.878 -0.915 0.432 -0.19
C -0.2525 -5.2353 1.1016 2.543 -1.469 -1.603 -0.09
H -2.5822 2.2285 -1.4699 0.083 0.329 -0.322 0.07
H -1.3782 2.5865 -2.7833 -0.377 -0.291 -0.207 0.09
H -0.9772 2.9557 -1.1735 0.524 0.689 1.036 0.07
H 0.8954 1.7261 -1.6549 -0.479 0.231 -0.029 0.10
H 0.4185 0.7718 -2.9928 -0.008 -0.692 0.303 0.13
H 1.1063 0.2392 -0.0415 0.017 -0.069 -0.070 0.08
H 2.1040 -0.1616 -1.4129 0.437 -0.377 -0.172 0.13
H -0.8216 -0.9972 0.4342 1.037 -0.792 0.099 0.13
H 0.8142 -1.6631 1.0273 -0.513 0.041 -0.360 0.11
H -1.2426 -3.3556 -0.4585 0.321 -0.159 -0.272 0.13
H -1.3409 -3.1918 1.2249 0.157 0.574 0.451 0.08
H -0.9059 -4.9625 1.8737 -1.004 0.183 1.241 0.04
H 0.4910 -5.9942 1.4643 -0.469 0.895 -0.101 0.10
H -0.7959 -5.7512 0.2903 -0.069 0.479 0.236 0.09
C -3.2103 3.6015 -5.1172 -1.021 0.442 -0.117 -0.10
O -3.5616 2.7416 -4.0743 0.486 -0.862 0.542 -0.22
C -4.8985 2.8298 -3.6179 -0.249 -1.422 -0.874 -0.18
C -5.1086 3.9349 -2.6612 -0.107 1.004 1.602 -0.15
O -4.5196 3.4653 -1.4293 -0.823 -1.315 -0.603 -0.14
C -4.5336 4.3418 -0.3921 -0.154 0.976 1.850 -0.26
C -3.3139 5.1878 -0.3869 0.831 1.780 0.360 -0.24
O -2.8290 5.4585 -1.6879 0.261 2.053 0.441 -0.19
C -2.0634 6.7243 -1.6538 -0.756 -1.605 1.666 -0.04
H -3.8896 3.3504 -5.9602 0.376 0.757 0.056 0.10
H -2.1819 3.4714 -5.4416 0.100 -0.309 0.217 0.07
H -3.3084 4.6346 -4.7521 -0.132 0.049 -0.572 0.09
H -5.1274 1.8026 -3.2071 0.027 1.325 -0.010 0.13
H -5.5960 2.9629 -4.4459 -0.007 0.033 -0.432 0.13
H -6.1825 4.2165 -2.4907 0.634 -0.615 -0.158 0.13
H -4.6083 4.8848 -2.9369 -0.105 -0.631 -0.185 0.12
H -4.4635 3.9011 0.6333 -0.496 -0.640 -0.832 0.12
H -5.4404 4.9624 -0.3177 -0.044 -0.078 -0.542 0.13
H -2.4876 4.7661 0.1854 0.117 -0.401 0.055 0.11
H -3.5653 6.1239 0.1671 0.109 -0.265 -0.380 0.14
H -1.5041 6.7706 -0.6970 -0.191 -0.106 -0.313 0.06
H -2.7008 7.6350 -1.6538 0.321 -0.661 -0.667 0.10
H -1.3325 6.5409 -2.3964 0.507 0.797 -1.183 0.07
C -3.4187 -4.1846 -3.2505 -0.077 0.795 -0.964 -0.11
O -4.1410 -3.0918 -2.6851 0.786 1.496 -1.652 -0.20
C -3.6696 -1.8227 -3.2670 0.070 -2.258 -0.010 -0.18
C -4.3582 -0.7190 -2.5983 0.987 1.721 1.012 -0.22
O -5.7454 -0.6234 -2.7838 0.540 0.177 -1.644 -0.11
C -6.5794 -0.9221 -1.7128 0.511 -0.947 0.506 -0.20
C -6.9569 0.3221 -1.0018 -0.747 1.393 1.447 -0.20
O -7.7774 1.2171 -1.7687 0.691 -1.405 0.136 -0.17
C -8.1351 2.3927 -1.0927 1.722 -0.272 0.238 -0.11
H -3.4484 -4.2594 -4.4268 0.083 0.403 2.187 0.12
H -3.9682 -5.0017 -2.8304 0.291 -1.051 0.051 0.06
H -2.3757 -4.0953 -2.8786 -0.377 -0.541 -0.512 0.08
H -3.8117 -1.8084 -4.3632 -0.276 -0.221 0.291 0.12
H -2.5741 -1.7055 -3.1128 -0.425 -0.126 0.180 0.13
H -3.7954 0.1693 -2.9859 -0.882 -0.052 0.140 0.13
H -4.0849 -0.7302 -1.5296 -0.277 -0.208 -0.112 0.11
H -6.0035 -1.5766 -1.0020 -0.770 0.367 -0.346 0.13
H -7.4504 -1.4553 -2.1076 0.077 -0.002 0.128 0.14
H -6.0335 0.8450 -0.7300 0.160 0.151 -0.035 0.11
H -7.4597 0.1038 -0.0224 0.137 -0.058 -0.658 0.14
H -8.6279 2.1948 -0.1522 -0.520 -0.157 0.342 0.08
H -8.7683 2.8381 -1.8163 -0.694 1.141 -0.183 0.08
H -7.2287 3.0146 -0.8318 -0.738 -0.356 -0.454 0.09
C 7.7095 7.7259 0.2978 -1.270 -0.860 -2.817 -0.12
O 7.3109 6.5854 0.9377 0.247 -1.755 1.736 -0.18
C 6.1877 6.7022 1.7674 -0.141 -0.382 0.110 -0.21
C 4.9840 6.2492 1.0261 -0.640 -1.214 -1.973 -0.21
O 3.7605 6.6504 1.6071 0.786 -0.212 0.375 -0.10
C 2.6786 6.3954 0.7450 0.530 0.518 0.084 -0.23
C 1.4381 6.9356 1.3062 -1.342 1.649 0.677 -0.18
O 1.4305 8.3838 1.1039 0.294 -0.484 -0.048 -0.19
C 0.1690 8.9788 1.3199 -0.382 -0.582 -0.506 -0.12
H 8.6202 7.4544 -0.1975 0.959 0.404 0.131 0.09
H 7.7324 8.5816 0.9206 0.224 1.022 0.525 0.08
H 7.0087 7.8072 -0.5724 0.270 1.041 0.474 0.10
H 5.9985 7.7114 2.0499 0.164 1.024 0.636 0.12
H 6.3222 6.0497 2.6272 0.238 0.258 0.303 0.13
H 5.0451 5.1323 0.9488 -0.228 0.697 -0.106 0.12
H 5.0693 6.6229 -0.0370 -0.223 -0.163 0.850 0.14
H 2.5192 5.3361 0.5793 0.287 -0.330 -0.341 0.10
H 2.8446 6.9760 -0.1582 0.121 -0.379 -0.681 0.13
H 1.3482 6.7168 2.3934 -0.179 -0.066 -0.679 0.14
H 0.6028 6.5087 0.7142 0.109 0.054 0.533 0.12
H -0.5780 8.2486 0.9064 0.036 0.993 0.391 0.07
H 0.0806 9.9801 0.8356 0.345 -0.917 -0.024 0.09
H -0.0161 9.1599 2.3774 -0.145 -0.246 0.280 0.08
```
Forces are in eV/Å.

***

No. 2
A molecular structure, C4H8O2 at a distorted geometry, computed with ωB97M-V/def2-TZVPD.

Computed properties:
Total charge = 0
E_HOMO = -0.3493 Eh
ΔE to the lowest compared entry with this formula, charge and spin = 278.86 kJ/mol

```
14
Properties=species:S:1:pos:R:3:forces:R:3:lowdin_charge:R:1
C 1.1081 1.6954 -0.1587 -1.156 1.250 -0.389 -0.03
O 0.6591 -0.6923 -0.5310 -0.219 -0.263 -0.329 -0.10
C 0.0511 -1.5869 0.4014 0.097 -0.561 0.391 -0.16
C -1.2235 -0.7566 0.4539 -0.486 -0.351 0.132 -0.06
C -0.5499 0.0814 -0.6056 0.228 -0.958 -0.646 -0.43
O -0.3443 1.3673 -0.2276 1.755 0.062 0.642 -0.10
H 1.2695 2.0567 -1.1655 0.732 0.435 -0.066 0.08
H 1.9494 1.0177 0.1118 -1.501 -0.090 0.063 0.10
H 0.9836 2.4864 0.5576 0.898 0.683 0.098 0.08
H 0.6122 -1.6497 1.3342 0.102 -0.112 0.003 0.12
H -0.0504 -2.5765 -0.0494 -0.072 -0.045 0.199 0.12
H -1.3917 -0.1772 1.3612 0.022 -0.180 -0.038 0.12
H -2.1237 -1.2666 0.1377 -0.214 -0.077 0.068 0.11
H -0.9496 0.0012 -1.6200 -0.186 0.206 -0.128 0.16
```
Forces are in eV/Å.

***

Record order is preserved below.
Frontier orbital gap: 0.3462, 0.3891 hartree